The following is a DFT calculation (wB97M-V/def2-TZVPD) of a structure of composition C6H10LiO6.

Geometry (Å):
O (0.092, -4.054, -3.380)
C (1.220, -4.109, -2.973)
O (1.816, -3.291, -2.113)
C (1.101, -2.114, -1.654)
C (0.483, -2.359, -0.292)
C (-0.694, -3.336, -0.253)
C (-1.930, -2.862, -0.974)
O (-2.356, -1.616, -0.269)
C (-3.261, -0.852, -0.694)
O (-3.917, -1.129, -1.763)
O (-3.494, 0.228, -0.054)
H (0.370, -1.840, -2.423)
H (1.870, -1.337, -1.597)
H (0.169, -1.379, 0.096)
H (1.266, -2.719, 0.389)
H (-0.959, -3.544, 0.792)
H (-0.429, -4.306, -0.697)
H (-2.767, -3.563, -0.889)
H (-1.755, -2.595, -2.022)
H (-4.200, 0.794, -0.417)
Li (3.245, -4.178, -1.837)
O (2.027, -5.162, -3.133)
H (1.546, -5.847, -3.644)

Summary:
Electronic energy ... -692.97837 Eh
Net charge ... +2
Multiplicity ... 2

The following is a DFT calculation (wB97M-V/def2-TZVPD) of the ion C6H10N with charge +1.

Geometry (Å):
C (-1.230, -0.266, -0.042)
C (-2.486, -0.648, -0.247)
C (-1.016, 1.127, 0.523)
C (0.012, -1.011, -0.409)
C (1.348, -0.612, -0.023)
C (2.271, 0.443, -0.291)
N (0.901, -1.505, 0.775)
H (-2.712, -1.597, -0.563)
H (-3.313, -0.048, 0.076)
H (-0.951, 1.694, -0.374)
H (-1.745, 1.541, 1.249)
H (-0.176, -1.871, -1.205)
H (3.289, -0.096, -0.579)
H (2.547, 1.153, 0.479)
H (1.826, 1.027, -1.142)
H (0.006, 1.034, 1.009)
H (1.147, -2.234, 1.445)

Summary:
Electronic energy ... -288.98955 Eh
Net charge ... +1
Multiplicity ... 1

The following is a DFT calculation (wB97M-V/def2-TZVPD) of the ion C6H10N with charge +1.

Geometry (Å):
C (-0.684, -1.181, 0.852)
C (0.138, -0.225, 0.531)
C (-1.972, -0.546, 0.521)
C (-1.159, 0.783, 0.204)
C (2.355, 0.093, -0.695)
C (1.491, 0.332, 0.571)
N (-1.895, 0.110, -0.801)
H (-0.488, -2.202, 1.110)
H (-3.021, -0.659, 0.844)
H (-1.556, 1.763, 0.435)
H (2.278, -0.966, -1.014)
H (3.390, 0.242, -0.510)
H (2.145, 0.834, -1.590)
H (1.273, 1.365, 0.615)
H (2.023, 0.058, 1.512)
H (-1.532, -0.321, -1.645)
H (-2.786, 0.522, -0.941)

Summary:
Electronic energy ... -288.97895 Eh
Net charge ... +1
Multiplicity ... 1

The following is a DFT calculation (wB97M-V/def2-TZVPD) of a structure of composition C6H10N.

Geometry (Å):
C (-1.611, 0.626, -1.179)
C (-1.699, 1.210, 0.000)
C (1.471, -0.583, -0.988)
C (-1.055, -0.091, -0.027)
C (-1.217, -1.377, 0.630)
C (1.616, 0.995, 0.739)
N (0.860, 0.118, -0.140)
H (-1.636, 0.601, -2.232)
H (-1.933, 2.141, 0.460)
H (2.608, -0.578, -1.133)
H (0.896, -1.277, -1.606)
H (-2.234, -1.643, 0.609)
H (-0.847, -1.375, 1.689)
H (-0.649, -2.255, 0.196)
H (1.622, 0.363, 1.687)
H (1.122, 1.979, 0.761)
H (2.685, 1.145, 0.533)

Summary:
Electronic energy ... -288.98506 Eh
Net charge ... +1
Multiplicity ... 1